Entry 1:
This record from the OMol25 dataset describes CH2Br3NO2S as an isolated structure in a non-equilibrium geometry. The level of theory is ωB97M-V/def2-TZVPD.

## Properties
**Max |F|**: 3.88 eV/A
**Frontier orbital gap**: 8.4526 eV
**HOMO**: -9.45 eV
**Relative energy (zero: lowest compared OMol25 entry of this formula, charge and spin)**: 30.6 kcal/mol

Element x y z (Å)
C 1.14431 0.78180 0.72957
N -0.85095 -0.33766 -1.26125
O -0.44119 -2.01954 0.41087
O -1.82683 -0.16005 1.13424
S -0.75353 -0.66340 0.32948
Br 2.59156 -0.30163 -0.10299
Br 1.21335 0.86944 2.66720
Br 0.74192 2.42543 -0.16074
H -0.43174 -0.96452 -1.96971
H -1.38690 0.37013 -1.77669

Forces on the atoms, in the same order (eV/Å):
C -1.68 -2.51 -0.12
N -0.52 0.04 -2.19
O 1.37 -2.50 0.27
O 0.23 0.60 -0.71
S 1.00 3.75 -0.07
Br -0.92 1.02 0.65
Br 0.19 0.12 -1.03
Br 0.28 -0.57 0.37
H -0.13 0.13 1.43
H 0.16 -0.08 1.39

The natural (NBO) scheme yields these atomic charges, measured in e: -0.603 -1.133 -0.900 -0.885 2.250 0.106 0.149 0.154 0.431 0.430



Entry 2:
This record from the OMol25 dataset describes a 7-piece molecular cluster, C4H23N2O8 overall in a non-equilibrium geometry. The level of theory is ωB97M-V/def2-TZVPD.

## Properties
**Max |F|**: 1.21 eV/A
**Frontier orbital gap**: 10.9222 eV
**Charge**: +1
**HOMO**: -13.44 eV
**Relative energy (zero: lowest compared OMol25 entry of this formula, charge and spin)**: 0.0 kcal/mol

Element x y z (Å)
N -0.08281 0.82193 -0.97778
C -0.29574 0.13553 0.33776
C -1.63531 0.57901 0.96672
C -2.77844 -0.28550 0.50537
O -1.85652 1.93477 0.50708
C 0.91462 0.39445 1.25177
N 0.86295 -0.18143 2.46941
O 1.85698 1.06104 0.88537
H -1.01225 1.04265 -1.31240
H 0.41752 0.19777 -1.64142
H 0.45964 1.77029 -0.88646
H -0.35044 -0.93646 0.17698
H -1.57519 0.65407 2.05496
H -3.74894 -0.03053 0.93878
H -2.59858 -1.33351 0.75978
H -2.91623 -0.24077 -0.58099
H -2.77202 2.17213 0.54756
H 0.15680 -0.85001 2.72492
H 1.60801 -0.08202 3.13302
H 2.10038 3.01643 -0.64607
H 0.81281 3.67156 -0.18291
O 1.19702 3.18857 -0.95524
H 3.02204 -2.83652 -0.25749
H 1.80160 -2.14649 -1.02047
O 2.10988 -2.53530 -0.16294
H -0.70870 4.88500 1.14733
H -0.80863 3.30820 1.07160
O -0.20124 4.07711 1.17188
H -1.56833 -3.51917 -3.09542
H -1.16718 -3.31872 -1.58680
O -1.28133 -2.86439 -2.45592
H 0.01779 -4.76158 0.85247
H 0.80433 -3.47231 0.34333
O -0.06766 -3.86148 0.55111
H 0.17449 -1.98342 -2.58183
H 1.47840 -1.56539 -3.33390
O 1.02394 -1.47251 -2.49008

Forces on the atoms, in the same order (eV/Å):
N 0.37 -0.28 0.56
C 0.33 0.27 0.46
C -0.66 0.94 -0.37
C -0.43 -0.72 -0.15
O 1.17 -0.23 -0.15
C 0.56 -0.08 0.19
N -0.72 -0.34 0.11
O -0.09 0.20 -0.33
H -0.10 0.17 -0.51
H -0.21 0.20 0.22
H -0.03 -0.35 -0.03
H 0.04 -0.22 -0.12
H 0.20 -0.48 -0.07
H 0.22 0.23 0.17
H 0.03 0.05 0.02
H 0.20 0.04 0.04
H -0.94 0.03 0.16
H -0.09 -0.02 -0.14
H 0.36 0.22 -0.17
H -0.13 -0.11 -0.23
H -0.15 0.05 -0.25
O 0.19 0.00 0.41
H -0.22 0.15 -0.13
H 0.66 -0.38 0.42
O -0.18 0.42 -0.39
H -0.33 0.23 0.01
H 0.13 0.81 0.11
O 0.19 -0.85 -0.01
H -0.05 -0.21 -0.01
H -0.14 0.09 -0.74
O 0.25 0.02 1.09
H 0.30 -0.28 0.07
H 0.22 -0.46 0.19
O -0.84 0.75 -0.37
H 0.34 0.06 -0.12
H 0.08 0.07 0.01
O -0.53 0.02 0.07

The natural (NBO) scheme yields these atomic charges, measured in e: -0.731 -0.162 0.084 -0.656 -0.767 0.668 -0.803 -0.602 0.430 0.467 0.486 0.246 0.211 0.238 0.242 0.218 0.501 0.400 0.425 0.499 0.515 -0.955 0.498 0.508 -0.994 0.491 0.498 -0.972 0.502 0.515 -0.978 0.484 0.503 -1.019 0.518 0.504 -1.014



Entry 3:
This record from the OMol25 dataset describes C5H14N2 in the gas phase in a non-equilibrium geometry. The level of theory is ωB97M-V/def2-TZVPD.

## Properties
**Max |F|**: 4.59 eV/A
**Frontier orbital gap**: 9.6667 eV
**HOMO**: -8.61 eV
**Relative energy (zero: lowest compared OMol25 entry of this formula, charge and spin)**: 41.3 kcal/mol

Element x y z (Å)
N -2.01358 -0.54709 -0.01405
C -0.73391 0.27530 -0.14625
C 0.24534 -0.60396 -1.00671
C 1.20109 -1.51065 -0.06744
C 1.18184 0.29863 -1.85868
C -0.14254 0.55365 1.30479
N -0.92018 1.67574 1.94435
H -2.48347 -0.06999 0.77923
H -2.50960 -0.92790 -0.78078
H -1.06517 1.28324 -0.50576
H -0.28803 -1.26569 -1.69223
H 0.73196 -2.01661 0.80720
H 1.60996 -2.36645 -0.63483
H 2.01808 -0.79825 0.11978
H 1.59107 -0.38419 -2.56057
H 0.45284 0.88060 -2.55652
H 1.96215 0.91304 -1.26896
H -0.31770 -0.35964 1.85178
H 0.91477 0.79460 1.46944
H -1.05330 1.61288 2.92854
H -0.38160 2.56275 1.88768

Forces on the atoms, in the same order (eV/Å):
N 2.32 1.74 3.55
C -0.60 -1.27 -0.03
C 1.26 0.78 1.52
C -0.80 0.22 -1.26
C -1.95 0.80 -0.27
C -1.39 0.74 0.30
N 0.71 0.85 -1.07
H -0.61 -0.94 -1.37
H -0.38 0.42 -0.67
H 0.97 -0.72 -0.47
H -0.29 0.26 0.13
H 0.25 0.97 -0.42
H -0.05 0.57 -0.13
H -0.06 -0.77 0.80
H 1.38 -0.41 -0.54
H 1.53 -0.14 1.44
H -1.45 -0.88 -1.13
H -0.16 -0.23 0.38
H -0.01 -0.31 -1.08
H -0.12 -0.80 0.79
H -0.53 -0.87 -0.45

The natural (NBO) scheme yields these atomic charges, measured in e: -0.906 -0.042 -0.206 -0.628 -0.623 -0.248 -0.863 0.377 0.382 0.189 0.201 0.220 0.210 0.202 0.209 0.210 0.211 0.202 0.194 0.358 0.351